Below is a structure of composition C33H55GeN2O9PbS2, with properties calculated with ωB97M-V/def2-TZVPD.

The geometry in XYZ format:
```
103
Properties=species:S:1:pos:R:3
Pb 0.6276 0.2584 1.2723
C -0.0826 -2.8731 -1.5865
C 0.7554 -3.2427 -0.3656
C 0.9644 -4.7582 -0.3252
C 2.1199 -2.5666 -0.4660
O -0.0249 -2.8858 0.7709
Ge 0.1347 -2.6486 2.5893
O 1.7629 -1.6259 2.3258
C 2.8261 -1.6467 3.2958
C 3.2351 -3.0977 3.5404
C 2.3710 -0.9992 4.5995
C 3.9985 -0.8831 2.6912
O -0.6213 -0.8031 2.7714
C -1.7654 -0.3808 3.5601
C -2.6296 0.5727 2.7486
C -2.5799 -1.6002 3.9665
C -1.2117 0.3271 4.7907
H 0.4543 -3.0835 -2.5136
H -0.3286 -1.8084 -1.5602
H -1.0196 -3.4315 -1.5800
H 1.4906 -5.1102 -1.2153
H 0.0001 -5.2668 -0.2653
H 1.5520 -5.0333 0.5539
H 2.5936 -2.8708 -1.4005
H 2.7620 -2.8260 0.3731
H 2.0320 -1.4783 -0.5081
H 2.4197 -3.6650 3.9948
H 4.0932 -3.1418 4.2137
H 3.5097 -3.5785 2.6007
H 1.5098 -1.5351 5.0070
H 2.0933 0.0436 4.4382
H 3.1708 -1.0306 5.3422
H 4.2844 -1.3275 1.7357
H 4.8621 -0.9179 3.3588
H 3.7377 0.1627 2.5353
H -3.0054 0.0854 1.8534
H -2.0539 1.4585 2.4799
H -3.4731 0.9041 3.3591
H -2.9539 -2.1117 3.0795
H -3.4331 -1.2749 4.5650
H -1.9900 -2.2979 4.5639
H -0.6313 1.2059 4.5018
H -0.5674 -0.3448 5.3605
H -2.0275 0.6580 5.4374
C 3.9294 6.7717 -1.4338
C 3.3311 5.8491 -0.4092
C 3.0490 4.5216 -0.7341
C 2.4654 3.6723 0.1869
C 2.1591 4.1511 1.4551
C 2.4353 5.4627 1.8035
C 3.0234 6.3021 0.8691
S 1.3543 3.0971 2.6207
O 1.2712 3.8064 3.8627
O 2.0651 1.8086 2.6228
N -0.0676 2.6907 2.0054
C -0.8652 3.6664 1.5096
C -0.6838 3.6505 -0.6217
O -0.9425 4.7642 -0.9238
O -0.3919 2.5198 -0.8724
H 4.6415 6.2467 -2.0703
H 4.4415 7.6093 -0.9620
H 3.1480 7.1793 -2.0792
H 3.2921 4.1543 -1.7244
H 2.2473 2.6447 -0.0808
H 2.1928 5.8110 2.7988
H 3.2444 7.3276 1.1400
H -0.6266 4.7136 1.6711
H -1.9198 3.4219 1.4332
C -3.3429 -1.3116 -2.0773
N -3.3842 -2.5758 -1.3704
C -3.8377 -3.7353 -2.1143
C -3.0433 -2.6248 -0.0536
C -3.1019 -3.9808 0.6076
O -2.6910 -1.6295 0.5604
H -2.7791 -1.4227 -3.0053
H -2.8537 -0.5738 -1.4483
H -4.3504 -0.9581 -2.3185
H -3.7286 -3.5274 -3.1779
H -4.8888 -3.9708 -1.9216
H -3.2383 -4.6156 -1.8884
H -2.3307 -4.6317 0.1920
H -4.0719 -4.4595 0.4700
H -2.8999 -3.8568 1.6671
C -3.8791 -0.0641 -6.3506
C -2.6535 0.0326 -5.4824
C -2.5278 1.0349 -4.5240
C -1.4004 1.1211 -3.7206
C -0.3751 0.2014 -3.8901
C -0.4782 -0.8099 -4.8307
C -1.6158 -0.8871 -5.6205
S 1.0839 0.2196 -2.8461
C 1.7014 1.8377 -3.3365
O 2.0323 -0.7713 -3.4228
H -4.6186 0.6876 -6.0775
H -4.3459 -1.0468 -6.2609
H -3.6248 0.0800 -7.4021
H -3.3269 1.7565 -4.3975
H -1.3272 1.8906 -2.9618
H 0.3373 -1.5155 -4.9334
H -1.6983 -1.6761 -6.3599
H 1.8983 1.8191 -4.4071
H 2.6287 1.9850 -2.7828
H 0.9772 2.6059 -3.0713
```

Output
Spin multiplicity: 2
Relative energy (zero: lowest compared OMol25 entry of this formula, charge and spin), kJ/mol: 55.4
LUMO energy (alpha / beta), eV: 0.4866 / -0.6692
Orbital gap (alpha / beta), eV: 7.863 / 7.261
Largest force on an atom, eV/Å: 0.757
E, eV: -139956.6045
Total charge: 0

Here are the Löwdin charges for atoms 1 to 6, given in e:
1 Pb 1.542
2 C -0.024
3 C -0.671
4 C -0.030
5 C -0.050
6 O -0.384